# C5H17N2O3

3 unconnected molecules or ions with the total composition C5H17N2O3 in a non-equilibrium geometry (ωB97M-V/def2-TZVPD, the OMol25 dataset).

Computed properties:
DFT total energy (eV): -14581.7555
Energy relative to the best compared isomer or geometry (same formula, charge and spin) (eV): 2.4358
HOMO (eV): -3.044

```
! RIJCOSX wB97M-V def2-TZVPD def2/J DEFGRID3
* xyz -1 1
C 0.008 -0.261 -1.191
N -1.013 -0.203 -0.076
C -2.368 0.257 -0.562
O -2.524 1.451 -0.119
C 1.019 -1.192 -0.675
C 1.480 -0.775 0.775
C 1.540 0.687 1.206
N 2.231 -1.289 -1.473
H -0.339 -0.597 -2.172
H 0.436 0.756 -1.499
H -0.543 0.425 0.664
H -2.252 0.446 -1.736
H -3.170 -0.377 -0.168
H 0.534 -2.207 -0.563
H 2.375 -1.341 0.657
H 0.875 -1.320 1.585
H 0.609 0.998 1.786
H 1.696 1.271 0.337
H 2.320 1.027 1.876
H 2.700 -0.379 -1.464
H 2.024 -1.582 -2.499
H -0.100 3.537 -0.722
H -0.953 2.198 -0.250
O -0.046 2.626 -0.448
H -2.179 -0.617 2.380
H -2.226 -1.949 1.708
O -2.136 -1.588 2.642
*
```

Atomic partial charges in e from the Mulliken method, atoms 1 to 5: -0.77, 0.02, -0.36, -0.93, 0.47



# C5H17N2ORu

A molecular structure, C5H17N2ORu in a non-equilibrium geometry (ωB97M-V/def2-TZVPD, the OMol25 dataset).

Computed properties:
DFT total energy (eV): -13060.2580
Energy relative to the best compared isomer or geometry (same formula, charge and spin) (eV): 0.0000
Expectation value of S²: 6.008
HOMO (spin up / spin down) (eV): -10.524 / -12.691

```
! RIJCOSX wB97M-V def2-TZVPD def2/J DEFGRID3
* xyz 1 5
C 3.228 1.349 -2.732
Ru -0.220 1.690 0.824
N -1.260 3.474 1.114
H 0.790 2.612 -0.044
H -2.174 3.698 0.699
H 3.545 2.347 -2.499
H 3.072 1.083 -3.798
H 2.175 1.417 -2.345
H 3.848 0.594 -2.217
H -1.319 3.687 2.118
H -0.611 4.141 0.694
C -0.672 -3.109 1.045
N -1.164 -1.871 0.461
C -2.601 -1.729 0.301
C -0.398 -0.777 0.253
C 1.068 -0.834 0.426
O -1.044 0.274 -0.128
H -1.557 -3.705 1.275
H -0.121 -2.930 1.978
H -0.033 -3.660 0.342
H -3.019 -0.904 0.893
H -2.875 -1.587 -0.751
H -3.017 -2.671 0.658
H 1.575 -1.326 -0.426
H 1.474 0.193 0.558
H 1.310 -1.456 1.302
*
```

Atomic partial charges in e from the Mulliken method, atoms 1 to 5: -0.86, 0.51, -0.77, -0.01, 0.30



# C5H17N2OSn

A molecular structure, C5H17N2OSn in a non-equilibrium geometry (ωB97M-V/def2-TZVPD, the OMol25 dataset).

Computed properties:
DFT total energy (eV): -16314.4092
HOMO (spin up / spin down) (eV): 0.079 / 0.165

```
! RIJCOSX wB97M-V def2-TZVPD def2/J DEFGRID3
* xyz -1 1
C 5.183 0.242 0.266
Sn 0.441 1.089 0.430
N 1.720 0.600 -2.010
H 0.587 1.841 2.209
H 5.087 -0.758 0.542
H 5.828 0.779 0.935
H 4.198 0.656 0.185
H 5.745 0.334 -0.655
H 1.049 1.026 -2.624
H 1.757 -0.398 -2.267
H 2.655 0.960 -2.254
C -3.365 -0.877 1.173
N -2.011 -0.677 0.673
C -0.930 -1.215 1.500
C -1.867 -0.012 -0.463
C -2.890 0.652 -1.295
O -0.671 0.183 -0.976
H -3.343 -1.487 2.066
H -3.988 -1.387 0.432
H -3.862 0.064 1.417
H -0.212 -1.847 0.963
H -0.420 -0.452 2.110
H -1.367 -1.841 2.290
H -2.762 1.751 -1.242
H -2.647 0.393 -2.338
H -3.916 0.381 -1.069
*
```

Atomic partial charges in e from the Mulliken method, atoms 1 to 5: -1.11, -0.56, -1.03, -0.08, 0.31



# C5H17N2SSi

2 unconnected molecules or ions with the total composition C5H17N2SSi in a non-equilibrium geometry (ωB97M-V/def2-TZVPD, the OMol25 dataset).

Computed properties:
DFT total energy (eV): -27145.4824
HOMO (eV): -12.470

```
! RIJCOSX wB97M-V def2-TZVPD def2/J DEFGRID3
* xyz 1 1
C 1.312 0.742 0.856
C -0.415 2.652 0.628
C 0.982 0.149 -2.759
C -0.063 -3.087 0.936
C -0.124 1.226 0.701
N -1.130 -1.470 -1.237
N -0.872 0.535 1.748
Si -0.547 0.114 -1.623
S -1.463 -2.026 0.377
H 1.464 -0.302 1.237
H 1.733 0.680 -0.113
H 1.951 1.518 1.295
H -1.434 2.833 0.600
H -0.017 3.275 1.485
H -0.099 3.115 -0.347
H 1.472 -0.885 -2.755
H 0.763 0.323 -3.822
H 1.717 0.795 -2.432
H 0.493 -3.563 0.113
H -0.515 -3.918 1.492
H 0.630 -2.635 1.670
H -1.444 -2.184 -1.849
H -0.460 0.602 2.725
H -0.742 -0.516 1.436
H -1.847 0.930 1.898
H -1.344 1.099 -2.260
*
```

Atomic partial charges in e from the Mulliken method, atoms 1 to 5: -0.96, -1.55, -1.14, -0.73, 0.42



# C5H17N3O

A molecular structure, C5H17N3O in a non-equilibrium geometry (ωB97M-V/def2-TZVPD, the OMol25 dataset).

Computed properties:
DFT total energy (eV): -11972.8817
Energy relative to the best compared isomer or geometry (same formula, charge and spin) (eV): 6.0951
HOMO (spin up / spin down) (eV): -6.562 / -6.561

```
! RIJCOSX wB97M-V def2-TZVPD def2/J DEFGRID3
* xyz 0 1
C 1.287 -1.087 -0.132
C -0.738 -0.328 -0.691
C 1.338 -1.256 1.345
C -1.457 -1.677 -0.611
N -0.324 0.055 -2.036
O 1.604 -2.190 -0.887
H 1.384 -2.993 -0.394
H 1.782 -0.220 -0.554
H -1.573 0.362 -0.451
H 0.263 -0.658 -2.457
H -1.128 0.190 -2.642
H 2.329 -1.599 1.678
H 0.601 -1.994 1.684
H 1.161 -0.297 1.831
H -1.690 -1.930 0.428
H -0.889 -2.497 -1.058
H -2.404 -1.648 -1.162
C 0.655 2.686 0.255
N 0.053 1.653 1.068
N -1.166 2.121 1.562
H -0.154 0.580 0.156
H -1.820 2.432 0.832
H -1.616 1.405 2.123
H 0.888 3.570 0.863
H 1.597 2.319 -0.160
H 0.020 3.000 -0.593
*
```

Atomic partial charges in e from the Mulliken method, atoms 1 to 5: -0.10, 0.26, -1.17, -1.37, -0.55



# C5H17NO2

3 unconnected molecules or ions with the total composition C5H17NO2 in a non-equilibrium geometry (ωB97M-V/def2-TZVPD, the OMol25 dataset).

Computed properties:
DFT total energy (eV): -11043.7383
Energy relative to the best compared isomer or geometry (same formula, charge and spin) (eV): 2.5183
SMILES: CC[C@@H](C)NC.O.O
HOMO (eV): -8.914

```
! RIJCOSX wB97M-V def2-TZVPD def2/J DEFGRID3
* xyz 0 1
C 2.380 -0.843 1.083
C 1.327 0.229 0.757
C -0.050 -0.504 0.489
C -0.876 -0.711 1.844
N -0.757 0.286 -0.437
C -1.966 -0.345 -0.996
H 2.022 -1.864 1.536
H 3.044 -0.659 1.881
H 2.768 -1.294 0.124
H 1.250 1.014 1.563
H 1.663 0.696 -0.235
H 0.175 -1.571 0.174
H -1.758 -1.244 1.605
H -0.183 -1.361 2.471
H -0.969 0.247 2.264
H -1.160 1.131 0.033
H -2.650 0.584 -1.217
H -2.302 -1.150 -0.384
H -1.703 -0.643 -2.004
O 0.995 -1.022 -3.351
H 0.675 -0.261 -3.879
H 0.580 -0.700 -2.500
O -1.201 3.436 -0.503
H -1.078 3.333 0.365
H -0.224 3.217 -0.685
*
```

Atomic partial charges in e from the Mulliken method, atoms 1 to 5: -1.29, -0.19, -0.09, -1.45, -0.15



# C5H17NO2

3 unconnected molecules or ions with the total composition C5H17NO2 in a non-equilibrium geometry (ωB97M-V/def2-TZVPD, the OMol25 dataset).

Computed properties:
DFT total energy (eV): -11043.4731
Energy relative to the best compared isomer or geometry (same formula, charge and spin) (eV): 2.7835
SMILES: CCN(C)CC.O.O
HOMO (eV): -9.116

```
! RIJCOSX wB97M-V def2-TZVPD def2/J DEFGRID3
* xyz 0 1
C 1.958 0.984 0.646
C 0.660 1.572 0.191
N -0.264 0.423 -0.101
C -1.693 0.821 0.099
C -0.198 -0.093 -1.531
C -1.007 -1.372 -1.927
H 2.646 1.600 1.066
H 1.898 0.206 1.470
H 2.484 0.493 -0.083
H 0.193 2.055 0.991
H 0.989 2.239 -0.748
H -2.315 0.732 -0.748
H -1.833 1.744 0.708
H -2.006 -0.036 0.934
H 0.806 -0.164 -1.867
H -0.461 0.660 -2.229
H -0.281 -2.011 -2.418
H -1.398 -2.043 -1.152
H -1.869 -1.140 -2.602
O -0.476 0.076 3.206
H -0.516 -0.294 2.333
H -0.894 0.873 3.177
O 1.415 -2.777 0.276
H 0.700 -2.624 -0.326
H 1.462 -1.924 0.637
*
```

Atomic partial charges in e from the Mulliken method, atoms 1 to 5: -1.42, -0.40, 0.37, -1.10, -1.08



# C5H17NO4

4 unconnected molecules or ions with the total composition C5H17NO4 in a non-equilibrium geometry (ωB97M-V/def2-TZVPD, the OMol25 dataset).

Computed properties:
DFT total energy (eV): -15138.2195
Energy relative to the best compared isomer or geometry (same formula, charge and spin) (eV): 3.1262
SMILES: C[C@@H](N)CCC=O.O.O.O
HOMO (eV): -9.287

```
! RIJCOSX wB97M-V def2-TZVPD def2/J DEFGRID3
* xyz 0 1
C -1.529 -0.978 1.866
C -0.303 -0.685 0.985
N 1.025 -1.271 1.719
C -0.440 -1.146 -0.466
C 0.912 -0.831 -1.181
C 0.957 -0.361 -2.617
O 1.883 0.387 -2.962
H -1.415 -0.392 2.736
H -1.630 -2.081 2.101
H -2.499 -0.746 1.409
H -0.274 0.390 0.971
H 0.968 -2.301 1.812
H 1.526 -1.067 2.431
H -0.587 -2.158 -0.743
H -1.299 -0.554 -0.949
H 1.360 0.050 -0.717
H 1.548 -1.774 -1.068
H 0.089 -0.596 -3.436
O -2.563 1.345 0.665
H -1.656 1.133 0.228
H -2.853 2.116 0.211
O -0.482 1.917 -1.637
H 0.274 1.750 -1.037
H -1.033 2.582 -1.197
O 2.494 2.101 0.292
H 2.854 1.597 -0.427
H 2.674 1.575 1.014
*
```

Atomic partial charges in e from the Mulliken method, atoms 1 to 5: -1.57, 0.19, -0.52, -0.47, -0.03



# C5H17NO5

4 unconnected molecules or ions with the total composition C5H17NO5 in a non-equilibrium geometry (ωB97M-V/def2-TZVPD, the OMol25 dataset).

Computed properties:
DFT total energy (eV): -17189.3545
Energy relative to the best compared isomer or geometry (same formula, charge and spin) (eV): 0.0119
SMILES: CCCCNC(=O)O.O.O.O
HOMO (eV): -10.130

```
! RIJCOSX wB97M-V def2-TZVPD def2/J DEFGRID3
* xyz 0 1
C 1.742 1.324 2.054
C 1.040 1.170 0.705
C 1.651 0.043 -0.175
C 1.128 -1.334 0.197
N -0.306 -1.460 -0.017
C -0.863 -1.373 -1.282
O -2.044 -1.090 -1.504
O -0.071 -1.647 -2.337
H 1.267 2.083 2.659
H 2.740 1.644 1.894
H 1.740 0.411 2.652
H -0.028 0.914 0.867
H 1.046 2.149 0.172
H 2.773 0.098 -0.079
H 1.434 0.301 -1.243
H 1.612 -2.106 -0.361
H 1.374 -1.597 1.235
H -0.938 -1.136 0.812
H 0.761 -2.140 -2.083
O 3.348 3.112 -0.764
H 2.779 2.368 -0.859
H 3.191 3.518 0.100
O -1.982 -0.347 2.179
H -1.789 0.406 2.752
H -2.697 -0.049 1.526
O -3.493 0.502 0.126
H -2.985 -0.075 -0.537
H -4.389 0.214 0.027
*
```

Atomic partial charges in e from the Mulliken method, atoms 1 to 5: -1.33, -0.08, -0.15, -1.61, 0.02



# C5H17O7

6 unconnected molecules or ions with the total composition C5H17O7 in a non-equilibrium geometry (ωB97M-V/def2-TZVPD, the OMol25 dataset).

Computed properties:
DFT total energy (eV): -19795.6385
Energy relative to the best compared isomer or geometry (same formula, charge and spin) (eV): 0.3194
HOMO (eV): -5.243

```
! RIJCOSX wB97M-V def2-TZVPD def2/J DEFGRID3
* xyz -1 1
O -1.764 -1.494 -1.257
C -1.746 -0.867 -0.172
O -1.757 -1.476 0.943
C -1.742 0.679 -0.173
C -1.364 1.216 -1.544
C -0.863 2.652 -1.349
C 0.350 3.051 -1.707
H -1.026 0.987 0.565
H -2.771 1.007 0.087
H -2.170 1.368 -2.269
H -0.622 0.523 -1.965
H -1.624 3.325 -0.934
H 1.050 2.409 -2.225
H 0.777 4.015 -1.505
H -0.788 -3.746 -0.295
H -1.757 -3.270 0.764
O -1.014 -3.915 0.632
H 0.017 -0.779 1.643
H 1.410 -0.881 2.422
O 0.863 -0.342 1.835
H 2.041 -3.596 1.638
H 0.596 -3.734 1.390
O 1.209 -3.417 2.100
H 3.164 0.695 -0.578
H 2.141 -0.363 -0.446
O 2.769 -0.021 -1.099
H 1.232 2.609 0.723
H 1.525 1.242 1.518
O 1.861 2.123 1.258
*
```

Atomic partial charges in e from the Mulliken method, atoms 1 to 5: -0.75, 0.47, -0.89, -0.41, -0.35



# C5H18BN7O2PS

A gas-phase ion, C5H18BN7O2PS (charge +1) in a non-equilibrium geometry (ωB97M-V/def2-TZVPD, the OMol25 dataset).

Computed properties:
DFT total energy (eV): -40797.7869
SMILES: NB(O)[C@@H]1[C@H](S)N(CC(N)(N)N)C(N)=[N+]1[PH2]=O
HOMO (eV): -12.313

```
! RIJCOSX wB97M-V def2-TZVPD def2/J DEFGRID3
* xyz 1 1
N -0.652 -1.594 2.127
B -1.648 -1.780 1.043
O -2.440 -2.884 1.129
C -1.845 -0.763 -0.196
C -0.658 -0.614 -1.147
S 0.276 -2.186 -1.311
N 0.043 0.654 -0.901
C 1.131 0.706 0.131
C 2.525 0.223 -0.385
N 2.818 -1.024 0.351
N 2.581 0.040 -1.814
N 3.534 1.252 -0.018
C -0.954 1.400 -0.257
N -0.974 2.724 -0.091
N -1.950 0.657 0.248
P -3.573 1.316 0.070
O -3.646 2.254 -1.050
H 0.272 -1.783 1.732
H -0.664 -0.601 2.362
H -1.872 -3.557 1.543
H -2.654 -1.186 -0.803
H -1.063 -0.485 -2.156
H -0.758 -3.007 -1.630
H 0.891 0.188 1.064
H 1.261 1.762 0.388
H 3.744 -1.370 0.117
H 2.806 -0.831 1.347
H 3.413 0.484 -2.187
H 2.702 -0.954 -1.993
H 3.282 1.584 0.911
H 4.424 0.781 0.116
H -1.137 3.387 -0.837
H -0.904 3.086 0.849
H -3.871 1.908 1.318
H -4.440 0.210 -0.070
*
```

Atomic partial charges in e from the Mulliken method, atoms 1 to 5: -0.72, 0.36, -0.55, -0.71, -0.26



# C5H18N4O16V

A molecular structure, C5H18N4O16V in a non-equilibrium geometry (ωB97M-V/def2-TZVPD, the OMol25 dataset).

Computed properties:
DFT total energy (eV): -69873.1781
Energy relative to the best compared isomer or geometry (same formula, charge and spin) (eV): 0.0000
Expectation value of S²: 2.008
HOMO (spin up / spin down) (eV): -5.919 / -5.936

```
! RIJCOSX wB97M-V def2-TZVPD def2/J DEFGRID3
* xyz -1 3
V 0.059 -0.035 -0.361
N -0.310 3.186 0.413
O 0.028 3.830 -0.564
O -0.325 1.883 0.358
O -0.641 3.691 1.490
N 2.498 1.779 -1.687
O 2.230 2.371 -2.699
O 3.415 2.106 -0.907
O 1.772 0.756 -1.316
N -2.208 -2.446 -0.244
O -1.858 -3.613 -0.523
O -1.368 -1.503 -0.496
O -3.315 -2.155 0.170
N -1.531 1.548 -2.824
O -0.851 2.006 -3.715
O -2.734 1.785 -2.678
O -0.975 0.748 -1.981
C -2.763 0.712 1.677
C -1.568 0.467 2.559
O -0.579 -0.362 1.848
H -3.572 1.095 2.305
H -3.153 -0.241 1.316
H -2.511 1.370 0.853
H -1.918 -0.118 3.412
H -1.075 1.402 2.816
H -0.145 -0.915 2.500
C 0.012 -2.312 -3.127
O 0.603 -1.353 -2.282
H -1.052 -2.100 -3.208
H 0.380 -2.188 -4.150
H 0.184 -3.310 -2.728
H 1.527 -1.239 -2.522
C 1.217 -2.936 0.501
O 1.437 -1.554 0.263
H 2.141 -3.488 0.303
H 0.983 -3.123 1.555
H 0.407 -3.277 -0.134
H 2.296 -1.276 0.592
C 2.066 1.587 2.504
O 2.084 0.884 1.283
H 2.927 1.319 3.128
H 2.073 2.673 2.350
H 1.149 1.391 3.053
H 2.967 0.957 0.897
*
```

Atomic partial charges in e from the Mulliken method, atoms 1 to 5: 1.54, 0.54, -0.58, -0.15, -0.62